C5H11NO | wB97M-V/def2-TZVPD

## Properties
E_HOMO	-8.67	eV
SMILES	[H]/N=C/[C@H](C)O.C=C
HOMO-LUMO gap	0.3495	Eh
electronic energy	-8896.1633	eV
LUMO energy	0.8	eV

Each line ends with the Mulliken charge.
Cartesian coordinates (Å):
1 H 1.890 -1.569 -1.622  0.231
2 N 1.093 -1.562 -0.987  -0.724
3 C 0.985 -0.420 -0.393  -0.090
4 C 0.378 -0.515 1.315  -0.065
5 C -0.968 -1.194 1.389  -1.319
6 O 0.524 0.669 2.049  -0.515
7 H 1.726 0.384 -0.389  0.482
8 H 1.158 -1.193 1.663  0.396
9 H -1.149 -1.609 2.384  0.378
10 H -1.020 -1.989 0.641  0.388
11 H -1.767 -0.474 1.180  0.363
12 H -0.332 0.953 2.399  0.342
13 C -0.534 0.853 -1.382  -0.557
14 C -0.253 2.021 -1.944  -0.572
15 H -0.164 0.434 -0.176  0.425
16 H -1.309 0.178 -1.731  0.335
17 H -0.794 2.366 -2.822  0.261
18 H 0.538 2.669 -1.574  0.243

C4H5O5Rb | wB97M-V/def2-TZVPD

## Properties
⟨S²⟩	0.76
E_HOMO (alpha / beta)	-14.22 / -14.21	eV
multiplicity	2
HOMO-LUMO gap (alpha / beta)	0.3795 / 0.3074	Eh
net charge	+1
electronic energy	-15114.2732	eV
LUMO energy (alpha / beta)	-3.9 / -5.8	eV

Each line ends with the Löwdin spin population.
Cartesian coordinates (Å):
1 O 1.388 -1.597 -0.926  0.344
2 O 0.472 -1.186 -2.768  0.617
3 C 0.803 -0.761 -1.626  0.020
4 O 0.384 0.418 -1.246  0.010
5 C 0.394 0.770 0.144  0.004
6 C 0.204 2.260 0.201  0.001
7 H 1.352 0.467 0.587  0.001
8 H 1.034 2.755 -0.315  0.000
9 H 0.207 2.578 1.250  0.000
10 H -0.756 2.531 -0.256  0.000
11 O -1.210 -2.024 1.172  0.001
12 C -0.524 -1.057 1.366  0.002
13 O -0.761 0.126 0.859  -0.001
14 Rb -3.609 -4.152 0.001  0.000
15 H 0.623 -1.129 1.558  0.001

HN5OS | wB97M-V/def2-TZVPD

## Properties
E_HOMO (alpha / beta)	2.50 / 1.88	eV
HOMO-LUMO gap (alpha / beta)	0.1323 / 0.1547	Eh
net charge	-2
electronic energy	-20340.5005	eV
LUMO energy (alpha / beta)	6.1 / 6.1	eV

Each line ends with the Mulliken charge.
Cartesian coordinates (Å):
1 N -0.919 -0.310 0.067  0.211
2 N 1.406 1.200 0.045  0.008
3 N 1.945 0.400 0.661  -0.577
4 N -1.622 -1.207 -0.418  -0.181
5 N -0.578 0.835 -0.205  0.065
6 O -1.748 -2.403 0.064  -0.617
7 S -1.642 2.130 -0.018  -0.592
8 H 3.159 -0.645 -0.197  -0.316

Among the records above, which one has the highest electronic energy? C5H11NO